166
Properties=species:S:1:pos:R:3 method="wB97M-V/def2-TZVPD" lumo_ev=-2.8 relative_energy_ev=0.000 e_homo_ev=-10.54 total_charge=+1 molar_mass_g_mol=3365.9 orbital_gap_ev=7.7174 largest_force_ev_per_a=2.09
C 1.2102 -1.4642 -0.6036
O 1.1773 -0.5631 -1.6858
C 0.2112 0.4668 -1.5736
C -1.0348 0.2316 -2.4578
C -1.7460 -1.0980 -2.1408
C -2.5586 -0.9437 -0.8153
C -2.5731 -2.3072 -0.1113
N -3.7219 -2.4083 0.8742
C -4.1127 -1.0996 1.1355
N -3.7732 -0.4504 2.1996
N -4.8666 -0.4771 0.1294
C -4.0115 -0.5440 -1.1107
H 2.2364 -1.6218 -0.2568
H 0.6126 -1.1424 0.2574
H 0.8295 -2.4510 -0.9074
H 0.6814 1.3806 -1.9575
H -0.0780 0.6911 -0.5401
H -1.7335 1.0455 -2.2279
H -0.6927 0.2770 -3.4902
H -1.0158 -1.8866 -1.9551
H -2.4587 -1.3755 -2.9181
H -2.0208 -0.1859 -0.2335
H -2.7436 -3.0693 -0.8781
H -1.6320 -2.5458 0.3899
H -3.3894 -2.8579 1.7254
H -3.0010 -0.7994 2.7925
H -4.2001 0.4407 2.4128
H -5.7405 -0.9958 -0.0224
H -4.4288 -1.3151 -1.7645
H -4.0108 0.4239 -1.6158
Br 0.9148 3.7794 -0.2362
C 0.2107 3.7970 1.5795
C 0.9610 2.8568 2.4835
Br 0.4512 1.0017 2.1685
H -0.8465 3.5620 1.5116
H 0.3311 4.8234 1.9195
H 0.7091 3.0466 3.5247
H 2.0381 2.9143 2.3546
Br 5.1009 -0.1361 2.6299
C 4.0886 -0.0319 0.9689
C 4.7663 0.8425 -0.0511
Br 4.5513 2.7321 0.3556
H 3.0953 0.3180 1.2296
H 4.0278 -1.0570 0.6079
H 4.3053 0.7071 -1.0282
H 5.8350 0.6614 -0.1263
Br 9.4883 1.5917 4.7154
C 8.8325 3.1627 3.7740
C 7.7037 2.8181 2.8437
Br 8.3705 1.9274 1.2462
H 9.6857 3.5928 3.2572
H 8.4990 3.8474 4.5510
H 7.2110 3.7211 2.4888
H 6.9656 2.1573 3.2873
Br -6.5486 2.5208 -3.5044
C -7.9997 2.2328 -2.2387
C -7.5877 1.2783 -1.1525
Br -7.5720 -0.5572 -1.8047
H -8.8540 1.8800 -2.8083
H -8.2206 3.2126 -1.8211
H -8.3082 1.2887 -0.3366
H -6.5960 1.4845 -0.7604
Br 14.3794 0.4771 6.9405
C 13.2071 0.5046 5.3843
C 13.7522 1.3922 4.2995
Br 13.4826 3.2725 4.7194
H 12.2285 0.8175 5.7322
H 13.1583 -0.5277 5.0442
H 13.2154 1.2280 3.3663
H 14.8157 1.2551 4.1329
Br -6.5762 -5.5752 2.7561
C -7.2055 -4.0115 1.7823
C -8.2421 -4.3466 0.7577
Br -7.4718 -5.1784 -0.8253
H -6.3333 -3.5562 1.3421
H -7.6244 -3.3519 2.5431
H -8.7142 -3.4361 0.4010
H -9.0017 -5.0274 1.1283
Br 13.9680 6.9712 10.0613
C 13.8497 5.3812 8.9452
C 12.9442 5.5957 7.7631
Br 11.0671 5.5435 8.2798
H 13.5212 4.5710 9.5894
H 14.8682 5.1884 8.6138
H 13.0636 4.7894 7.0430
H 13.1082 6.5490 7.2711
Br -4.4509 -1.1205 -4.7337
C -3.9129 -2.3969 -6.1058
C -2.8911 -3.3659 -5.5774
Br -1.1386 -2.5299 -5.4276
H -3.5491 -1.8148 -6.9486
H -4.8253 -2.9183 -6.3895
H -2.7585 -4.1991 -6.2641
H -3.1440 -3.7471 -4.5926
Br 15.6499 3.6725 11.8450
C 15.6633 1.7681 11.4414
C 14.5131 1.3833 10.5497
Br 12.8350 1.3129 11.5327
H 15.6559 1.2446 12.3918
H 16.6106 1.5882 10.9369
H 14.6564 0.3801 10.1537
H 14.3658 2.0760 9.7272
Br -4.2501 -2.4469 -11.4451
C -4.8400 -0.8150 -10.5636
C -3.6969 0.1371 -10.3336
Br -2.5734 -0.4373 -8.8499
H -5.3297 -1.1146 -9.6428
H -5.5727 -0.3734 -11.2355
H -4.0711 1.1179 -10.0484
H -3.0477 0.2356 -11.1973
Br -0.3358 -0.0471 6.3013
C -0.8652 -1.9116 6.4592
C -0.5031 -2.6870 5.2230
Br -1.7301 -2.2900 3.7539
H -1.9296 -1.9227 6.6703
H -0.3219 -2.3001 7.3176
H -0.6007 -3.7574 5.3910
H 0.4951 -2.4667 4.8593
Br 8.6584 1.0727 -3.0727
C 9.1882 -0.7951 -2.9167
C 9.5519 -1.1484 -1.4993
Br 11.3086 -0.4638 -1.0178
H 10.0044 -0.9523 -3.6140
H 8.3208 -1.3663 -3.2411
H 9.6244 -2.2276 -1.3814
H 8.8490 -0.7525 -0.7720
Br -10.5194 -2.9076 -1.1317
C -11.5587 -2.7739 -2.7742
C -10.8760 -1.9004 -3.7897
Br -11.0632 -0.0123 -3.3494
H -12.5416 -2.4082 -2.4955
H -11.6430 -3.7950 -3.1420
H -11.3486 -2.0150 -4.7624
H -9.8119 -2.1001 -3.8771
Br 2.4504 3.2449 -3.6748
C 2.4450 1.6316 -4.7681
C 1.6284 1.8159 -6.0197
Br -0.2665 1.7509 -5.5923
H 2.0707 0.8285 -4.1394
H 3.4886 1.4432 -5.0112
H 1.8021 0.9966 -6.7141
H 1.8144 2.7601 -6.5207
Br -14.4110 -1.4572 -5.0595
C -15.5448 -2.6796 -4.0478
C -16.2643 -1.9739 -2.9311
Br -15.0807 -1.6125 -1.4256
H -14.9083 -3.4868 -3.6996
H -16.2599 -3.0687 -4.7694
H -17.0513 -2.6077 -2.5295
H -16.6877 -1.0217 -3.2333
Br 12.5003 3.4243 1.1230
C 11.2864 3.4464 -0.4024
C 11.7922 4.3407 -1.5014
Br 11.5244 6.2219 -1.0758
H 10.3144 3.7473 -0.0252
H 11.2349 2.4152 -0.7438
H 11.2302 4.1698 -2.4172
H 12.8516 4.2102 -1.6972
Br -20.2292 -2.2105 -3.4251
C -20.9546 -3.7508 -2.4800
C -19.9523 -4.3321 -1.5195
Br -18.5878 -5.3653 -2.4498
H -21.2780 -4.4604 -3.2344
H -21.8222 -3.3738 -1.9431
H -20.4343 -5.0368 -0.8454
H -19.4352 -3.5750 -0.9388